Entry 1:
8
Properties=species:S:1:pos:R:3:mulliken_charge:R:1 method="wB97M-V/def2-TZVPD" relative_energy_kj_mol=148.84 total_charge=0 e_lumo_ha=-0.083 gap_ev=7.52 total_energy_ha=-1570.1599
C 0.19 0.01 -1.18 0.21
O -0.27 2.03 0.48 -0.41
F -0.41 -1.09 -1.66 -0.20
F 0.25 0.91 -2.17 -0.20
S 0.10 -0.92 1.59 0.04
S -0.91 0.78 0.18 0.43
Cl -0.15 -1.48 3.58 -0.17
H 1.20 -0.23 -0.82 0.30

---

Entry 2:
121
Properties=species:S:1:pos:R:3:mulliken_charge:R:1 method="wB97M-V/def2-TZVPD" total_charge=+1 e_lumo_ha=-0.170 gap_ev=5.44 total_energy_ha=-3944.2038
C 2.14 -0.64 2.02 -0.86
C 1.97 -1.93 1.97 -0.18
N 0.66 -2.46 2.27 -0.26
I 0.46 -3.28 4.14 0.22
C 0.00 -3.07 1.24 0.14
N 0.50 -3.99 0.37 0.32
C 1.46 -4.93 0.95 -0.91
O 2.75 -4.43 0.75 0.02
C 3.77 -5.40 0.53 -0.59
C 4.94 -4.75 -0.20 -0.57
C 5.09 -3.25 0.07 -0.74
B 1.00 -3.53 -0.98 0.55
O 1.14 -2.18 -1.21 -0.72
C 1.31 -4.61 -2.06 0.09
C 0.71 -4.22 -3.43 -1.22
N -1.29 -2.72 1.09 0.37
C -1.89 -1.76 1.96 -0.43
Cl -1.53 -0.14 1.50 -0.11
C -2.69 -2.10 2.97 0.84
C -3.06 -3.49 3.35 -1.38
Cl -3.41 -0.86 3.90 -0.16
S -2.37 -3.34 -0.15 1.10
C -3.22 -1.89 -0.64 -1.16
O -3.27 -4.24 0.49 -0.67
O -1.62 -3.82 -1.26 -0.51
H 1.33 0.01 2.30 0.23
H 3.11 -0.20 1.82 0.34
H 2.79 -2.60 1.74 0.46
H 1.34 -5.87 0.40 0.54
H 1.24 -5.14 1.99 0.27
H 4.13 -5.78 1.50 0.34
H 3.39 -6.23 -0.06 0.36
H 5.87 -5.27 0.04 0.42
H 4.79 -4.88 -1.27 0.23
H 5.09 -3.06 1.14 0.19
H 4.29 -2.70 -0.42 0.14
H 6.02 -2.87 -0.33 0.34
H 0.35 -1.75 -1.55 0.31
H 0.86 -5.55 -1.75 0.27
H 2.39 -4.73 -2.16 0.02
H 0.33 -3.21 -3.46 0.21
H -0.11 -4.88 -3.70 0.31
H 1.47 -4.29 -4.21 0.38
H -4.06 -3.71 2.96 0.33
H -3.12 -3.58 4.43 0.44
H -2.39 -4.23 2.94 0.32
H -3.76 -2.21 -1.53 0.63
H -2.49 -1.14 -0.95 0.29
H -3.85 -1.51 0.15 0.40
C -3.43 2.17 -0.01 -0.73
O -2.98 1.73 -1.28 -0.10
C -4.00 1.75 -2.29 -0.73
C -3.67 2.79 -3.34 -0.74
N -3.78 4.14 -2.80 -0.02
C -3.28 5.18 -3.69 -0.75
C -1.79 5.19 -4.00 -0.53
O -0.97 5.49 -2.89 -0.44
C -0.59 4.38 -2.09 -0.51
H -2.62 2.01 0.69 0.16
H -3.69 3.23 -0.01 0.29
H -4.30 1.59 0.32 0.36
H -4.98 1.93 -1.85 0.36
H -4.01 0.77 -2.77 0.36
H -4.36 2.68 -4.18 0.43
H -2.65 2.58 -3.71 0.34
H -3.28 4.18 -1.92 -0.01
H -3.52 6.14 -3.22 0.40
H -3.83 5.14 -4.63 0.40
H -1.61 6.00 -4.72 0.37
H -1.46 4.27 -4.49 0.35
H -0.51 3.47 -2.68 0.26
H -1.30 4.21 -1.27 0.16
H 0.38 4.61 -1.65 0.34
C -9.06 3.58 1.97 -0.69
O -8.55 4.75 1.37 -0.37
C -7.20 4.66 0.95 -0.87
C -7.08 4.73 -0.55 0.09
N -7.62 3.52 -1.18 -0.28
C -7.75 3.62 -2.63 -0.21
C -8.74 4.64 -3.19 -0.66
O -10.09 4.34 -2.90 -0.43
C -10.58 4.84 -1.67 -0.52
H -10.06 3.81 2.33 0.25
H -9.13 2.75 1.26 0.28
H -8.44 3.27 2.82 0.34
H -6.73 3.75 1.34 0.37
H -6.67 5.52 1.38 0.40
H -6.03 4.82 -0.83 0.10
H -7.61 5.63 -0.89 0.23
H -8.53 3.33 -0.78 0.15
H -8.06 2.63 -2.99 0.42
H -6.76 3.81 -3.05 -0.10
H -8.65 4.60 -4.28 0.40
H -8.49 5.66 -2.89 0.36
H -10.09 5.77 -1.39 0.28
H -10.47 4.11 -0.86 0.17
H -11.65 5.02 -1.80 0.29
C 10.77 -1.96 5.00 -0.73
O 10.80 -0.71 4.34 -0.35
C 11.82 -0.61 3.35 -0.80
C 11.21 -0.49 1.97 -0.21
N 10.56 -1.73 1.57 -0.31
C 9.77 -1.64 0.35 -0.72
C 8.54 -0.75 0.37 -0.58
O 7.50 -1.21 1.22 -0.28
C 7.60 -0.79 2.57 -0.70
H 10.03 -1.88 5.80 0.24
H 10.47 -2.78 4.33 0.30
H 11.74 -2.21 5.44 0.35
H 12.50 -1.46 3.40 0.41
H 12.40 0.29 3.56 0.40
H 11.99 -0.25 1.25 0.38
H 10.50 0.35 2.00 0.18
H 9.97 -2.05 2.33 0.08
H 9.44 -2.66 0.10 0.38
H 10.42 -1.31 -0.46 0.41
H 8.12 -0.76 -0.64 0.37
H 8.78 0.29 0.60 0.37
H 8.07 0.18 2.66 0.34
H 8.14 -1.52 3.18 0.25
H 6.58 -0.73 2.97 0.25

---

Entry 3:
76
Properties=species:S:1:pos:R:3:mulliken_charge:R:1 method="wB97M-V/def2-TZVPD" relative_energy_kj_mol=0.00 multiplicity=2 total_charge=0 e_lumo_ha="-0.035 / -0.035" gap_ev="6.43 / 6.40" total_energy_ha=-4258.4458
Mn 0.20 0.85 -0.11 -0.14
C 3.33 1.12 -0.99 -0.01
C 3.82 2.17 -0.24 -0.73
C 3.68 2.16 1.15 -0.21
C 3.04 1.10 1.77 -0.73
C 2.56 0.03 1.02 -0.53
C 2.69 0.04 -0.37 -0.63
H 3.45 1.11 -2.07 0.42
H 4.32 3.00 -0.73 0.43
H 4.07 2.99 1.73 0.44
H 2.93 1.08 2.85 0.40
H 2.15 -0.83 1.52 0.79
H 2.41 -0.82 -0.95 0.46
S -0.09 0.32 -2.31 -0.30
C 0.12 1.95 -2.86 -0.06
N -0.13 2.42 -4.07 -0.91
N -0.29 1.55 -5.06 0.29
C 0.46 0.39 -5.40 0.40
C -0.02 -0.38 -6.45 -0.61
C 0.70 -1.48 -6.89 -0.51
C 1.91 -1.80 -6.30 -0.57
C 2.39 -1.02 -5.26 -0.57
C 1.67 0.07 -4.80 0.18
N 0.43 3.01 -2.01 -0.94
N 0.55 2.69 -0.81 2.07
C 0.76 3.82 0.07 0.18
C 0.74 3.56 1.44 -0.04
C 0.88 4.60 2.35 -1.13
C 1.05 5.90 1.90 -0.59
C 1.09 6.15 0.53 -0.53
C 0.94 5.12 -0.38 -0.62
H -0.87 1.92 -5.80 0.23
H -0.97 -0.13 -6.91 0.34
H 0.31 -2.08 -7.71 0.36
H 2.49 -2.65 -6.66 0.39
H 3.34 -1.26 -4.79 0.37
H 2.06 0.68 -4.00 0.46
H 0.62 2.55 1.80 0.60
H 0.86 4.38 3.41 0.47
H 1.15 6.71 2.61 0.41
H 1.22 7.16 0.17 0.41
H 0.96 5.30 -1.45 0.47
S 0.73 -1.14 3.75 -0.49
P -0.42 -2.01 2.42 0.87
S -0.65 -1.16 0.57 -0.14
C -2.11 -2.25 3.07 0.70
C -3.24 -2.24 2.25 -0.36
C -4.50 -2.50 2.79 -0.73
C -4.64 -2.76 4.15 -0.43
C -3.52 -2.77 4.97 -0.64
C -2.26 -2.51 4.43 -0.67
C 0.11 -3.72 2.08 0.39
C 1.14 -4.28 2.82 -0.31
C 1.52 -5.60 2.61 -0.61
C 0.86 -6.37 1.67 -0.40
C -0.18 -5.82 0.92 -0.68
C -0.55 -4.50 1.12 -0.40
H -3.13 -2.03 1.20 0.41
H -5.37 -2.51 2.15 0.40
H -5.62 -2.96 4.57 0.37
H -3.62 -2.97 6.03 0.39
H -1.38 -2.50 5.07 0.35
H 1.64 -3.66 3.56 0.35
H 2.32 -6.03 3.20 0.39
H 1.15 -7.40 1.51 0.37
H -0.69 -6.42 0.18 0.38
H -1.35 -4.06 0.52 0.36
C -3.99 2.26 0.12 -1.47
C -2.98 1.21 0.51 -0.01
O -1.66 1.78 0.56 -0.34
H -4.99 1.83 0.10 0.42
H -3.77 2.66 -0.87 0.30
H -4.00 3.09 0.83 0.41
H -2.93 0.42 -0.22 0.26
H -3.22 0.77 1.48 0.24
H -1.68 2.67 0.94 0.11

---

Entry 4:
106
Properties=species:S:1:pos:R:3:mulliken_charge:R:1 method="wB97M-V/def2-TZVPD" total_charge=0 e_lumo_ha=-0.005 gap_ev=9.16 total_energy_ha=-2814.5792
C -1.84 -0.13 -3.40 -0.57
C -1.00 -1.02 -2.49 -0.60
C 0.17 -0.27 -1.86 -0.73
I -0.61 1.37 -0.69 0.04
B 1.12 -1.16 -0.95 0.47
F 0.84 -2.47 -0.98 -0.23
C 2.32 -0.67 -0.05 -0.63
C 3.49 -0.06 -0.83 -0.22
C 3.24 1.33 -1.41 -1.09
I 5.13 0.15 0.59 -0.02
H -2.21 -0.68 -4.27 -0.06
H -1.25 0.69 -3.80 0.19
H -2.69 0.31 -2.89 0.37
H -0.55 -1.82 -3.10 0.29
H -1.59 -1.50 -1.71 0.42
H 0.79 0.14 -2.66 0.48
H 2.70 -1.56 0.46 0.09
H 1.95 0.01 0.72 0.38
H 3.81 -0.75 -1.60 0.50
H 2.21 1.47 -1.75 0.26
H 3.88 1.46 -2.28 0.27
H 3.46 2.13 -0.70 0.32
C 6.75 -3.25 0.95 -0.35
C 7.80 -4.25 1.17 0.16
N 8.62 -5.03 1.34 -0.44
H 7.19 -2.26 0.87 0.21
H 6.22 -3.48 0.02 0.28
H 6.04 -3.27 1.77 0.07
C 4.59 2.92 3.61 -0.51
C 5.63 1.95 3.91 0.22
N 6.44 1.16 4.11 -0.42
H 5.02 3.91 3.52 0.26
H 4.10 2.65 2.68 0.15
H 3.85 2.93 4.41 0.29
C -3.87 1.24 -6.76 -0.84
C -4.16 1.51 -5.35 0.35
N -4.39 1.71 -4.25 -0.29
H -4.60 1.75 -7.38 0.35
H -2.87 1.59 -6.99 0.28
H -3.92 0.17 -6.95 0.20
C -1.92 4.98 -4.29 -0.79
C -1.31 3.75 -4.77 0.40
N -0.84 2.77 -5.14 -0.45
H -1.46 5.27 -3.34 0.27
H -1.78 5.77 -5.01 0.31
H -2.99 4.81 -4.13 0.22
C 4.81 -1.96 5.09 -0.95
C 4.22 -2.11 3.77 0.42
N 3.76 -2.24 2.72 -0.34
H 4.59 -0.96 5.47 0.25
H 4.41 -2.71 5.76 0.33
H 5.89 -2.07 5.02 0.32
C 0.18 -3.05 2.60 -0.54
C 0.25 -2.21 3.79 0.32
N 0.33 -1.54 4.72 -0.39
H 0.44 -4.08 2.87 0.31
H -0.83 -3.03 2.19 0.32
H 0.89 -2.69 1.86 -0.04
C -0.63 -0.99 7.83 -0.63
C -0.54 -0.14 9.02 0.27
N -0.46 0.52 9.95 -0.37
H -0.42 -2.02 8.09 0.26
H -1.64 -0.92 7.42 0.26
H 0.08 -0.66 7.07 0.24
C 10.66 -5.27 4.10 -0.38
C 10.43 -4.69 5.42 0.29
N 10.23 -4.23 6.45 -0.38
H 9.87 -4.98 3.41 0.00
H 11.62 -4.93 3.71 0.25
H 10.68 -6.36 4.18 0.25
C -3.53 -3.95 -5.79 -0.86
C -2.90 -2.73 -6.29 0.45
N -2.40 -1.77 -6.67 -0.44
H -2.88 -4.42 -5.06 0.27
H -4.48 -3.71 -5.32 0.26
H -3.70 -4.63 -6.62 0.34
C -6.88 2.42 -2.27 -0.66
C -7.74 3.48 -1.76 0.36
N -8.41 4.32 -1.36 -0.41
H -7.32 1.99 -3.17 0.24
H -5.90 2.80 -2.51 0.21
H -6.78 1.64 -1.51 0.25
C 1.92 6.84 3.17 -0.63
C 2.26 5.79 4.13 0.37
N 2.52 4.97 4.88 -0.41
H 2.20 7.81 3.58 0.28
H 2.45 6.67 2.23 0.16
H 0.85 6.82 2.99 0.26
C -9.84 -0.32 -2.11 -0.71
C -8.72 -1.16 -1.69 0.43
N -7.85 -1.83 -1.35 -0.46
H -9.48 0.69 -2.30 0.20
H -10.28 -0.72 -3.02 0.27
H -10.59 -0.29 -1.33 0.29
C 3.49 5.01 -2.42 -0.70
C 3.27 5.12 -0.98 0.32
N 3.11 5.20 0.16 -0.34
H 2.72 5.57 -2.95 0.27
H 4.47 5.40 -2.67 0.28
H 3.43 3.96 -2.71 0.19
C -10.10 -4.16 -0.04 -0.58
C -11.46 -3.64 0.00 0.32
N -12.53 -3.23 0.04 -0.38
H -9.64 -4.08 0.94 0.25
H -10.11 -5.20 -0.34 0.27
H -9.52 -3.58 -0.75 0.09

---

Entry 5:
23
Properties=species:S:1:pos:R:3:mulliken_charge:R:1 method="wB97M-V/def2-TZVPD" relative_energy_kj_mol=41.04 total_charge=0 e_lumo_ha=0.023 gap_ev=8.55 total_energy_ha=-1050.6088
C 0.87 -0.81 2.81 -0.85
C -0.53 -0.27 2.54 -0.29
C -1.52 -1.37 2.15 -0.37
N -2.81 -0.77 1.83 -0.68
H 1.47 -0.88 1.90 0.05
H 0.86 -1.81 3.24 0.31
H 1.46 -0.16 3.46 0.33
H -0.93 0.22 3.43 0.32
H -0.51 0.44 1.71 0.16
H -1.65 -2.03 3.01 0.44
H -1.07 -1.99 1.35 0.12
H -3.49 -1.49 1.60 0.24
H -2.71 -0.30 0.92 0.24
C -0.03 2.55 -2.09 -0.88
S 0.99 1.12 -2.46 -0.15
S 0.39 0.05 -0.79 0.13
C 1.31 -1.50 -0.97 -1.02
H -1.09 2.38 -2.29 0.30
H 0.14 2.86 -1.07 0.28
H 0.26 3.36 -2.77 0.32
H 2.20 -1.50 -0.35 0.31
H 0.69 -2.34 -0.65 0.29
H 1.54 -1.61 -2.03 0.40

---

Entry 6:
73
Properties=species:S:1:pos:R:3:mulliken_charge:R:1 method="wB97M-V/def2-TZVPD" relative_energy_kj_mol=68.89 total_charge=+2 e_lumo_ha="-0.248 / -0.258" gap_ev="6.95 / 6.69" total_energy_ha=-3728.7817
Mo -0.43 -0.12 -0.27 0.13
O 0.75 -1.67 -0.39 0.34
C 1.48 -2.55 0.35 0.42
C 2.12 -3.66 -0.20 -0.94
C 2.78 -4.54 0.64 -0.74
C 2.80 -4.32 2.02 -0.88
C 2.24 -3.19 2.56 -0.93
C 1.60 -2.25 1.73 0.69
C 1.13 -1.00 2.22 -0.37
N 0.60 -0.04 1.49 -0.17
C 0.37 1.19 2.23 -1.00
C 0.12 2.29 1.22 -0.85
N -0.95 1.79 0.37 0.10
C -1.96 2.58 0.17 -0.28
C -3.09 2.21 -0.61 0.69
C -4.18 3.06 -0.79 -0.97
C -5.29 2.65 -1.50 -0.77
C -5.32 1.37 -2.06 -0.77
C -4.24 0.52 -1.94 -0.84
C -3.11 0.92 -1.21 0.59
O -2.06 0.14 -1.09 0.19
H 2.09 -3.82 -1.26 0.66
H 3.29 -5.39 0.22 0.49
H 3.28 -5.05 2.66 0.44
H 2.29 -3.00 3.62 0.50
H 1.29 -0.81 3.28 0.51
H 1.23 1.43 2.87 0.56
H -0.52 1.09 2.87 0.36
H 1.02 2.43 0.61 0.07
H -0.13 3.24 1.70 0.61
H -1.97 3.57 0.64 0.37
H -4.17 4.05 -0.35 0.45
H -6.13 3.31 -1.62 0.45
H -6.19 1.05 -2.61 0.48
H -4.27 -0.45 -2.40 0.54
C -2.41 -2.81 -1.95 -1.79
C -1.18 -3.11 -1.09 2.11
C -0.65 -4.49 -1.52 -1.96
C -1.57 -3.11 0.39 -1.57
C -0.21 -1.96 -1.36 -0.14
H -3.16 -3.59 -1.83 0.58
H -2.13 -2.76 -3.00 0.42
H -2.85 -1.86 -1.67 0.07
H -1.48 -5.18 -1.61 0.47
H 0.05 -4.90 -0.80 0.50
H -0.16 -4.42 -2.49 0.34
H -2.48 -3.70 0.53 0.51
H -1.79 -2.08 0.76 0.11
H -0.80 -3.56 1.02 0.37
H 0.26 -2.05 -2.35 0.64
C -0.49 0.51 -3.89 -1.40
As 0.51 1.02 -2.30 1.25
C 0.35 2.96 -2.40 -1.35
C 2.42 0.74 -2.76 -0.86
C 2.66 1.33 -4.13 0.36
C 3.12 2.63 -4.29 -0.45
C 3.33 3.14 -5.56 -0.63
C 3.04 2.37 -6.68 -0.53
C 2.57 1.08 -6.52 -0.67
C 2.38 0.56 -5.25 -0.35
H -0.10 1.04 -4.76 0.55
H -1.54 0.76 -3.74 0.40
H -0.42 -0.57 -4.07 0.34
H 0.62 3.26 -3.42 0.57
H 1.03 3.45 -1.70 0.36
H -0.68 3.27 -2.19 0.41
H 2.63 -0.33 -2.76 0.50
H 3.02 1.23 -1.98 0.59
H 3.37 3.23 -3.42 0.43
H 3.70 4.15 -5.69 0.42
H 3.20 2.77 -7.67 0.42
H 2.34 0.48 -7.39 0.43
H 2.05 -0.47 -5.13 0.42

---

Entry 7:
23
Properties=species:S:1:pos:R:3:mulliken_charge:R:1 method="wB97M-V/def2-TZVPD" relative_energy_kj_mol=196.72 multiplicity=5 total_charge=0 e_lumo_ha="-0.021 / -0.093" gap_ev="6.60 / 5.17" total_energy_ha=-660.9940
C -0.99 1.73 0.04 -0.38
C -0.12 1.56 1.16 -0.72
C -0.57 0.47 1.96 -0.18
C -1.81 -0.05 1.39 -0.60
C -2.06 0.74 0.18 -0.50
Os -0.47 -0.55 0.03 0.98
C 2.27 0.34 -0.55 -0.49
C 2.53 0.55 -1.83 -0.07
C 1.85 0.52 -2.97 -0.52
N -1.87 -1.61 -0.81 -0.56
H -0.16 0.16 2.90 0.36
H 0.72 2.17 1.39 0.62
H -2.40 -0.86 1.76 0.40
H -2.85 0.58 -0.52 0.53
H -0.94 2.47 -0.71 0.46
H 2.46 1.19 0.12 0.29
H -1.36 -1.23 -1.66 0.23
H 2.39 -0.58 0.10 0.45
H 2.13 1.17 -3.84 0.25
H 0.93 -0.13 -3.29 0.18
O -0.06 -3.86 2.13 -0.41
N -0.21 -2.89 1.52 0.15
O 0.61 -1.89 1.50 -0.46

---

Entry 8:
22
Properties=species:S:1:pos:R:3:mulliken_charge:R:1 method="wB97M-V/def2-TZVPD" relative_energy_kj_mol=422.58 multiplicity=2 total_charge=+1 e_lumo_ha="-0.104 / -0.319" gap_ev="11.07 / 4.88" total_energy_ha=-420.3760
N -1.83 1.80 0.77 -0.56
C -0.61 0.94 0.32 0.14
C -0.09 1.05 -1.10 -0.48
O 0.76 2.24 -0.97 -0.46
C -0.97 -0.59 0.46 -0.67
N 0.12 -1.50 -0.08 -0.21
C -0.18 -2.74 -0.97 -0.85
H -2.69 1.50 0.42 0.23
H -1.58 2.78 0.57 0.29
H 0.17 1.22 1.05 0.35
H 0.63 0.34 -1.44 0.27
H -0.81 1.21 -1.86 0.36
H 0.66 2.80 -1.62 0.29
H -1.90 -0.71 -0.28 0.38
H -1.24 -0.74 1.48 0.30
H 0.44 -1.91 0.82 0.52
H 0.34 -2.62 -1.91 0.33
H -1.29 -2.83 -1.26 0.31
H 0.29 -3.66 -0.55 0.36
H 1.95 -0.86 0.70 0.37
H 3.30 -0.75 1.61 0.34
O 2.34 -0.97 1.61 -0.62

---

Entry 9:
11
Properties=species:S:1:pos:R:3:mulliken_charge:R:1 method="wB97M-V/def2-TZVPD" relative_energy_kj_mol=270.18 total_charge=0 e_lumo_ha=0.028 gap_ev=9.31 total_energy_ha=-641.5811
C -1.84 1.09 0.82 -0.23
N -1.16 1.29 -0.24 -0.74
N 0.01 0.57 -0.40 0.17
C 0.26 -0.72 0.07 0.29
N 1.32 -1.42 -0.10 -0.43
S 2.60 -0.67 -0.95 -0.19
H -2.66 1.75 0.94 0.28
H -1.81 0.22 1.53 0.18
H 0.49 0.85 -1.21 0.26
H -0.54 -1.19 0.64 0.27
H 3.32 -1.76 -1.12 0.15

---

Entry 10:
27
Properties=species:S:1:pos:R:3:mulliken_charge:R:1 method="wB97M-V/def2-TZVPD" relative_energy_kj_mol=145.64 total_charge=0 e_lumo_ha=0.022 gap_ev=9.68 total_energy_ha=-502.9069
C -0.49 3.50 2.49 -1.20
C -0.23 2.05 2.95 -0.41
C -0.15 1.19 1.57 -0.63
C 0.82 -0.06 1.50 -0.81
C 0.37 -1.08 0.45 0.77
O -0.42 -1.88 0.89 -0.56
C 0.63 -0.73 -0.89 -0.41
C 0.54 -1.48 -1.99 0.54
C 0.84 -1.04 -3.38 -1.07
O 0.27 -2.79 -1.82 -0.33
C -1.04 -3.14 -2.31 -0.75
H -1.51 3.55 2.07 0.28
H 0.12 3.77 1.69 0.42
H -0.60 4.23 3.36 0.32
H 0.72 1.96 3.51 0.32
H -1.06 1.78 3.55 0.28
H -1.20 0.94 1.19 0.34
H 0.20 1.92 0.93 0.28
H 1.03 -0.69 2.54 0.32
H 1.78 0.28 1.28 0.45
H 0.68 0.39 -1.02 0.04
H 0.96 -0.01 -3.38 0.36
H 1.73 -1.53 -3.80 0.29
H 0.07 -1.41 -4.14 0.29
H -0.96 -4.17 -2.71 0.23
H -1.37 -2.50 -3.06 0.40
H -1.72 -3.06 -1.45 0.24